1.
A cluster of 3 separate species, C5H16O3 in total in a non-equilibrium geometry. Source: OMol25; level of theory: ωB97M-V with the def2-TZVPD basis set.

Geometry as XYZ:
```
24
Properties=species:S:1:pos:R:3:mulliken_charge:R:1
C -1.48 -1.39 1.38 -0.42
O -2.75 -1.97 1.01 -0.04
H -0.82 -1.35 0.51 0.23
H -1.56 -0.38 1.79 0.34
H -1.01 -1.98 2.17 0.33
H -2.73 -1.86 0.06 0.58
C -3.60 -1.56 -2.76 -0.61
O -2.72 -1.54 -1.78 -0.54
H -3.08 -1.65 -3.71 0.26
H -4.27 -2.43 -2.69 0.27
H -4.08 -0.59 -2.82 0.29
H -1.94 -1.07 -2.09 0.30
C 1.20 1.49 0.27 -1.00
C 2.64 1.06 0.57 0.55
C 3.54 2.22 0.99 -1.26
O 2.54 0.20 1.69 -0.55
H 1.16 2.17 -0.58 0.42
H 0.72 2.01 1.10 0.35
H 0.59 0.63 0.00 -0.08
H 2.95 0.49 -0.30 0.21
H 3.50 3.07 0.31 0.35
H 4.58 1.94 1.13 0.35
H 3.22 2.70 1.92 0.34
H 3.39 -0.23 1.82 0.33
```

Properties
HOMO energy (alpha / beta): -13.07 / -13.06 eV
LUMO energy (alpha / beta): -3.31 / -10.11 eV
net charge: +1
multiplicity: 2
HOMO-LUMO gap (alpha / beta): 0.3586 / 0.1085 hartree
energy relative to the best compared isomer or geometry (same formula, charge and spin): 50.3 kcal per mole
expectation value of S²: 0.75

=====

2.
A cluster of 3 separate species, C5H16O3 in total in a non-equilibrium geometry. Source: OMol25; level of theory: ωB97M-V with the def2-TZVPD basis set.

Geometry as XYZ:
```
24
Properties=species:S:1:pos:R:3:mulliken_charge:R:1
C -0.06 0.26 -0.59 -0.45
O 0.87 -0.10 0.35 -0.23
C -1.47 0.10 -0.04 -0.73
C -2.41 0.94 -0.98 0.92
C -3.05 2.13 -0.24 -1.38
C -3.45 0.12 -1.70 -1.62
H 0.04 -0.33 -1.57 0.33
H 0.22 1.24 -0.98 0.43
H 0.65 -1.02 0.65 0.44
H -1.55 0.57 1.01 0.36
H -1.77 -0.94 0.04 0.50
H -1.72 1.39 -1.75 0.15
H -4.12 1.90 -0.13 0.35
H -2.50 2.42 0.65 0.40
H -3.16 3.01 -0.89 0.35
H -3.86 -0.61 -1.01 0.42
H -3.07 -0.45 -2.57 0.34
H -4.40 0.57 -2.00 0.42
H 1.75 -1.07 2.88 0.26
H 2.74 -1.23 3.97 0.34
O 1.80 -1.36 3.80 -0.59
H 6.89 -0.94 -0.89 0.33
H 5.47 -1.19 -1.40 0.30
O 6.22 -1.63 -0.99 -0.63
```

Properties
HOMO energy (alpha / beta): -13.75 / -13.75 eV
LUMO energy (alpha / beta): -3.74 / -10.16 eV
net charge: +1
multiplicity: 2
HOMO-LUMO gap (alpha / beta): 0.3679 / 0.1321 hartree
energy relative to the best compared isomer or geometry (same formula, charge and spin): 45.7 kcal per mole
expectation value of S²: 0.75

=====

Repeat the first record exactly.
A cluster of 3 separate species, C5H16O3 in total in a non-equilibrium geometry. Source: OMol25; level of theory: ωB97M-V with the def2-TZVPD basis set.

Geometry as XYZ:
```
24
Properties=species:S:1:pos:R:3:mulliken_charge:R:1
C -1.48 -1.39 1.38 -0.42
O -2.75 -1.97 1.01 -0.04
H -0.82 -1.35 0.51 0.23
H -1.56 -0.38 1.79 0.34
H -1.01 -1.98 2.17 0.33
H -2.73 -1.86 0.06 0.58
C -3.60 -1.56 -2.76 -0.61
O -2.72 -1.54 -1.78 -0.54
H -3.08 -1.65 -3.71 0.26
H -4.27 -2.43 -2.69 0.27
H -4.08 -0.59 -2.82 0.29
H -1.94 -1.07 -2.09 0.30
C 1.20 1.49 0.27 -1.00
C 2.64 1.06 0.57 0.55
C 3.54 2.22 0.99 -1.26
O 2.54 0.20 1.69 -0.55
H 1.16 2.17 -0.58 0.42
H 0.72 2.01 1.10 0.35
H 0.59 0.63 0.00 -0.08
H 2.95 0.49 -0.30 0.21
H 3.50 3.07 0.31 0.35
H 4.58 1.94 1.13 0.35
H 3.22 2.70 1.92 0.34
H 3.39 -0.23 1.82 0.33
```

Properties
HOMO energy (alpha / beta): -13.07 / -13.06 eV
LUMO energy (alpha / beta): -3.31 / -10.11 eV
net charge: +1
multiplicity: 2
HOMO-LUMO gap (alpha / beta): 0.3586 / 0.1085 hartree
energy relative to the best compared isomer or geometry (same formula, charge and spin): 50.3 kcal per mole
expectation value of S²: 0.75

=====

What did the first record say?
A cluster of 3 separate species, C5H16O3 in total in a non-equilibrium geometry. Source: OMol25; level of theory: ωB97M-V with the def2-TZVPD basis set.

Geometry as XYZ:
```
24
Properties=species:S:1:pos:R:3:mulliken_charge:R:1
C -1.48 -1.39 1.38 -0.42
O -2.75 -1.97 1.01 -0.04
H -0.82 -1.35 0.51 0.23
H -1.56 -0.38 1.79 0.34
H -1.01 -1.98 2.17 0.33
H -2.73 -1.86 0.06 0.58
C -3.60 -1.56 -2.76 -0.61
O -2.72 -1.54 -1.78 -0.54
H -3.08 -1.65 -3.71 0.26
H -4.27 -2.43 -2.69 0.27
H -4.08 -0.59 -2.82 0.29
H -1.94 -1.07 -2.09 0.30
C 1.20 1.49 0.27 -1.00
C 2.64 1.06 0.57 0.55
C 3.54 2.22 0.99 -1.26
O 2.54 0.20 1.69 -0.55
H 1.16 2.17 -0.58 0.42
H 0.72 2.01 1.10 0.35
H 0.59 0.63 0.00 -0.08
H 2.95 0.49 -0.30 0.21
H 3.50 3.07 0.31 0.35
H 4.58 1.94 1.13 0.35
H 3.22 2.70 1.92 0.34
H 3.39 -0.23 1.82 0.33
```

Properties
HOMO energy (alpha / beta): -13.07 / -13.06 eV
LUMO energy (alpha / beta): -3.31 / -10.11 eV
net charge: +1
multiplicity: 2
HOMO-LUMO gap (alpha / beta): 0.3586 / 0.1085 hartree
energy relative to the best compared isomer or geometry (same formula, charge and spin): 50.3 kcal per mole
expectation value of S²: 0.75